No. 1
The following is a quantum chemistry calculation of one molecule with the formula C2HPS2 at a distorted geometry, from the OMol25 dataset.

ORCA input file:
```
! wB97M-V def2-TZVPD RIJCOSX def2/J DEFGRID3
* xyz 0 1
C -0.285 -0.343 0.195
C -0.694 0.636 0.914
P 1.596 -0.062 -2.383
S 1.548 -0.510 -0.479
S -1.494 1.486 1.977
H -0.672 -1.207 -0.224
*
```

Output
HOMO-LUMO gap (spin up / spin down): 6.4 / 6.4 eV
energy above the lowest of the compared OMol25 structures with the same formula, charge and spin: 43.9 kcal/mol
HOMO level (spin up / spin down): -8.01 / -8.00 eV
lowest unoccupied orbital energy (spin up / spin down): -1.63 / -1.64 eV

=====

No. 2
The following is a quantum chemistry calculation of a 2-piece molecular cluster, C11H22N overall at a distorted geometry, from the OMol25 dataset.

ORCA input file:
```
! wB97M-V def2-TZVPD RIJCOSX def2/J DEFGRID3
* xyz 1 1
C -2.964 -0.027 0.199
C -1.769 -0.158 0.089
C -4.360 -0.186 0.037
C 0.068 -2.566 0.556
C 1.047 -1.442 -1.467
C 2.275 -1.395 0.625
C 2.060 1.702 0.060
C -0.032 1.617 -1.396
C -0.311 2.258 1.033
C 0.876 -1.241 0.061
C 0.541 1.442 -0.007
N 0.213 -0.026 0.526
H -4.648 -1.123 0.270
H -4.853 0.637 0.780
H -4.574 0.042 -0.932
H -0.247 -2.225 1.596
H -0.831 -2.792 0.047
H 0.734 -3.408 0.667
H 0.211 -1.136 -1.943
H 1.402 -2.431 -1.634
H 1.863 -0.866 -1.988
H 2.934 -0.568 0.510
H 2.127 -1.531 1.720
H 2.760 -2.252 0.231
H 2.584 1.289 -0.755
H 2.177 2.760 -0.093
H 2.516 1.366 0.942
H -0.115 2.584 -1.721
H -1.035 1.341 -1.503
H 0.605 0.997 -1.898
H -1.206 1.816 1.187
H 0.182 2.192 1.990
H -0.452 3.253 0.703
H 0.220 0.077 1.506
*
```

Output
HOMO-LUMO gap: 8.7 eV
energy above the lowest of the compared OMol25 structures with the same formula, charge and spin: 135.3 kcal/mol
HOMO level: -14.12 eV
lowest unoccupied orbital energy: -5.42 eV

=====

No. 3
The following is a quantum chemistry calculation of C4H12NO2 as an isolated structure at a distorted geometry, from the OMol25 dataset.

ORCA input file:
```
! wB97M-V def2-TZVPD RIJCOSX def2/J DEFGRID3
* xyz 1 1
C -2.006 0.980 -2.821
C -0.677 0.682 -2.313
C -0.239 0.885 -0.935
N -0.750 0.095 0.610
C 0.530 0.005 -0.054
H -2.114 0.528 -3.848
H -2.693 0.536 -2.102
H -2.375 2.001 -3.004
H 0.209 0.435 -2.924
H -0.400 1.916 -0.530
H -1.467 -0.516 0.256
H 0.881 -0.901 -0.575
H 1.424 0.385 0.446
H 3.275 -1.542 2.248
H 1.776 -1.169 2.274
O 2.594 -1.116 1.703
H -0.296 -1.172 3.451
H -0.442 -0.254 1.757
O 0.107 -0.878 2.628
*
```

Output
HOMO-LUMO gap: 5.3 eV
energy above the lowest of the compared OMol25 structures with the same formula, charge and spin: 176.9 kcal/mol
HOMO level: -13.43 eV
lowest unoccupied orbital energy: -8.17 eV

=====

No. 4
The following is a quantum chemistry calculation of C4H12ClNTa as an isolated structure at a distorted geometry, from the OMol25 dataset.

ORCA input file:
```
! wB97M-V def2-TZVPD RIJCOSX def2/J DEFGRID3
* xyz -1 1
C -2.226 -1.796 -0.984
C -1.257 -1.993 0.129
C 0.393 -1.800 -0.001
Ta 0.811 0.458 0.489
C 0.978 2.764 0.945
N -0.297 0.954 -1.335
Cl 2.201 -0.148 2.562
H -3.157 -2.535 -1.023
H -2.144 -1.019 -1.855
H -1.638 -2.300 1.216
H 0.982 -2.505 0.759
H 0.789 -2.023 -1.087
H -0.761 0.460 1.508
H 2.365 0.473 -0.510
H 0.516 3.291 -0.001
H 0.275 3.003 1.851
H 2.109 3.021 1.120
H -0.256 0.069 -1.920
H 0.317 1.627 -1.861
*
```

Output
HOMO-LUMO gap: 7.1 eV
HOMO level: -4.01 eV
lowest unoccupied orbital energy: 3.13 eV

=====

No. 5
The following is a quantum chemistry calculation of H10O5Zn as an isolated structure at a distorted geometry, from the OMol25 dataset.

ORCA input file:
```
! wB97M-V def2-TZVPD RIJCOSX def2/J DEFGRID3
* xyz 2 1
Zn 0.190 0.401 -0.054
O -1.744 0.932 -0.646
H -2.194 1.755 -0.401
H -2.261 0.547 -1.370
O -0.582 -1.680 0.212
H -0.031 -2.463 0.067
H -1.368 -2.014 0.669
O 2.061 -0.080 0.615
H 2.913 0.361 0.473
H 2.253 -0.887 1.116
O 0.671 0.046 -2.009
H 0.453 -0.725 -2.554
H 1.298 0.575 -2.528
O -0.362 0.974 1.817
H -1.196 0.602 2.140
H -0.101 1.657 2.454
*
```

Output
HOMO-LUMO gap: 13.2 eV
energy above the lowest of the compared OMol25 structures with the same formula, charge and spin: 0.0 kcal/mol
HOMO level: -21.07 eV
lowest unoccupied orbital energy: -7.91 eV

=====

Repeat the second record exactly.
The following is a quantum chemistry calculation of a 2-piece molecular cluster, C11H22N overall at a distorted geometry, from the OMol25 dataset.

ORCA input file:
```
! wB97M-V def2-TZVPD RIJCOSX def2/J DEFGRID3
* xyz 1 1
C -2.964 -0.027 0.199
C -1.769 -0.158 0.089
C -4.360 -0.186 0.037
C 0.068 -2.566 0.556
C 1.047 -1.442 -1.467
C 2.275 -1.395 0.625
C 2.060 1.702 0.060
C -0.032 1.617 -1.396
C -0.311 2.258 1.033
C 0.876 -1.241 0.061
C 0.541 1.442 -0.007
N 0.213 -0.026 0.526
H -4.648 -1.123 0.270
H -4.853 0.637 0.780
H -4.574 0.042 -0.932
H -0.247 -2.225 1.596
H -0.831 -2.792 0.047
H 0.734 -3.408 0.667
H 0.211 -1.136 -1.943
H 1.402 -2.431 -1.634
H 1.863 -0.866 -1.988
H 2.934 -0.568 0.510
H 2.127 -1.531 1.720
H 2.760 -2.252 0.231
H 2.584 1.289 -0.755
H 2.177 2.760 -0.093
H 2.516 1.366 0.942
H -0.115 2.584 -1.721
H -1.035 1.341 -1.503
H 0.605 0.997 -1.898
H -1.206 1.816 1.187
H 0.182 2.192 1.990
H -0.452 3.253 0.703
H 0.220 0.077 1.506
*
```

Output
HOMO-LUMO gap: 8.7 eV
energy above the lowest of the compared OMol25 structures with the same formula, charge and spin: 135.3 kcal/mol
HOMO level: -14.12 eV
lowest unoccupied orbital energy: -5.42 eV